{
  "formula": "C4H10N2O2",
  "method": "ωB97M-V with the def2-TZVPD basis set",
  "species": ["C", "C", "C", "N", "H", "H", "H", "H", "H", "H", "H", "C", "O", "O", "N", "H", "H", "H"],
  "coordinates": [[-1.146, -0.109, 0.979], [-2.146, -0.439, -1.339], [-1.244, 0.362, -0.439], [-0.585, 1.385, -0.806], [-0.684, 1.604, -1.795], [-2.121, -0.419, 1.356], [-0.483, -0.977, 1.021], [-1.861, -1.492, -1.308], [-3.178, -0.375, -0.986], [-0.725, 0.658, 1.623], [-2.107, -0.091, -2.372], [3.072, -1.371, 0.592], [2.050, 0.732, 0.674], [1.490, 1.983, 0.835], [2.041, -1.635, 1.109], [0.703, 1.938, 0.211], [3.784, -1.858, -0.057], [3.141, 0.105, 0.702]],
  "relative_energy_kcal_mol": 191.7,
  "energy_ha": -418.15540
}


{
  "formula": "C8H10",
  "method": "ωB97M-V with the def2-TZVPD basis set",
  "species": ["C", "C", "C", "C", "C", "C", "C", "C", "H", "H", "H", "H", "H", "H", "H", "H", "H", "H"],
  "coordinates": [[2.198, -0.192, -0.148], [1.452, -1.319, 0.107], [0.057, -0.879, 0.352], [-1.391, -1.318, -0.276], [-2.228, -0.209, -0.070], [-1.207, 0.935, 0.171], [0.018, 0.409, -0.457], [1.277, 1.054, -0.019], [3.247, -0.174, -0.151], [2.071, -2.205, -0.215], [0.036, -0.476, 1.386], [-1.835, -2.261, -0.164], [-3.388, -0.023, -0.189], [-1.057, 1.014, 1.240], [-1.562, 1.913, -0.222], [-0.003, 0.280, -1.600], [1.349, 1.881, -0.716], [0.964, 1.570, 0.970]],
  "relative_energy_kcal_mol": 105.7,
  "smiles": "C1=C[C@H]2C=CC[C@@H]2C1",
  "energy_ha": -310.66726
}


{
  "formula": "CH12InO9",
  "method": "ωB97M-V with the def2-TZVPD basis set",
  "species": ["In", "C", "O", "O", "O", "O", "H", "H", "O", "H", "H", "O", "H", "H", "O", "H", "H", "O", "H", "H", "O", "H", "H"],
  "coordinates": [[-0.217, 0.185, 0.102], [-2.544, -0.344, -0.471], [-2.014, -0.185, 0.749], [-3.550, -1.085, -0.675], [-1.569, -0.154, -1.246], [0.106, -1.952, 0.412], [0.944, -2.416, 0.415], [-0.644, -2.575, 0.280], [1.014, -0.927, -2.063], [1.794, -1.493, -2.002], [0.456, -1.325, -2.749], [1.897, 0.400, 0.403], [2.241, 0.230, 1.294], [2.531, 0.053, -0.223], [0.097, -0.093, 2.360], [0.629, -0.848, 2.604], [-0.694, -0.372, 2.794], [0.258, 1.663, -1.468], [1.003, 2.265, -1.312], [0.479, 1.599, -2.435], [-0.568, 2.114, 0.958], [-0.488, 2.524, 1.787], [-1.150, 2.734, 0.486]],
  "charge": 1,
  "relative_energy_kcal_mol": 0.0,
  "energy_ha": -912.33665
}


{
  "formula": "C15H33Br6N3O3",
  "method": "ωB97M-V with the def2-TZVPD basis set",
  "species": ["C", "N", "C", "C", "O", "H", "H", "H", "H", "H", "H", "H", "C", "N", "C", "C", "O", "H", "H", "H", "H", "H", "H", "H", "C", "N", "C", "C", "O", "H", "H", "H", "H", "H", "H", "H", "Br", "C", "C", "Br", "H", "H", "H", "H", "Br", "C", "C", "Br", "H", "H", "H", "H", "Br", "C", "C", "Br", "H", "H", "H", "H"],
  "coordinates": [[-3.553, -3.709, 2.295], [-2.297, -3.957, 2.982], [-1.213, -4.340, 2.123], [-2.182, -3.950, 4.328], [-1.137, -4.106, 4.925], [-3.689, -4.502, 1.552], [-3.512, -2.787, 1.710], [-4.403, -3.747, 2.970], [-0.970, -3.544, 1.410], [-0.309, -4.554, 2.687], [-1.407, -5.206, 1.482], [-3.122, -3.761, 4.868], [-0.593, 5.847, 0.925], [-0.001, 5.301, 2.140], [-0.764, 4.288, 2.802], [1.138, 5.838, 2.602], [1.645, 5.552, 3.671], [-1.622, 6.125, 1.177], [-0.625, 5.232, 0.030], [-0.146, 6.793, 0.620], [-1.436, 3.804, 2.088], [-0.212, 3.461, 3.247], [-1.421, 4.717, 3.567], [1.530, 6.603, 1.918], [5.853, 0.993, -1.712], [4.590, 0.354, -2.014], [4.539, -1.085, -1.928], [3.618, 1.062, -2.640], [2.642, 0.546, -3.137], [5.773, 2.078, -1.650], [6.608, 0.807, -2.483], [6.233, 0.629, -0.757], [3.520, -1.434, -2.079], [5.126, -1.538, -2.734], [4.896, -1.412, -0.953], [3.742, 2.146, -2.540], [-0.073, -1.345, 0.465], [0.863, 0.228, -0.274], [0.266, 1.482, 0.320], [1.168, 3.102, -0.350], [0.698, 0.155, -1.343], [1.920, 0.171, -0.030], [0.373, 1.568, 1.395], [-0.761, 1.602, 0.006], [-4.633, -0.553, -3.334], [-3.982, 1.262, -2.898], [-3.182, 1.210, -1.632], [-2.473, 3.092, -1.440], [-4.874, 1.875, -2.813], [-3.408, 1.614, -3.748], [-2.303, 0.586, -1.741], [-3.794, 1.054, -0.753], [1.238, -5.827, -0.778], [0.355, -4.301, -1.655], [-1.040, -4.600, -2.193], [-1.842, -2.953, -2.791], [1.004, -4.088, -2.498], [0.328, -3.511, -0.916], [-1.630, -5.113, -1.434], [-1.060, -5.258, -3.057]],
  "relative_energy_kcal_mol": 6.3,
  "smiles": "CN(C)C=O.CN(C)C=O.CN(C)C=O.BrCCBr.BrCCBr.BrCCBr",
  "energy_ha": -16425.40691
}


{
  "formula": "C49H48F6N3Si",
  "method": "ωB97M-V with the def2-TZVPD basis set",
  "species": ["C", "N", "C", "C", "F", "F", "F", "C", "C", "C", "C", "C", "C", "C", "C", "C", "N", "C", "C", "C", "F", "F", "F", "C", "C", "C", "C", "H", "H", "H", "H", "H", "H", "H", "H", "H", "H", "H", "H", "H", "H", "H", "H", "H", "H", "H", "C", "C", "C", "C", "Si", "C", "C", "C", "C", "C", "C", "C", "C", "C", "C", "C", "C", "C", "C", "C", "C", "N", "C", "C", "C", "C", "C", "C", "C", "C", "C", "C", "H", "H", "H", "H", "H", "H", "H", "H", "H", "H", "H", "H", "H", "H", "H", "H", "H", "H", "H", "H", "H", "H", "H", "H", "H", "H", "H", "H", "H"],
  "coordinates": [[-6.385, -2.689, -1.335], [-5.447, -1.630, -1.642], [-5.886, -0.809, -2.765], [-5.259, -1.326, -4.031], [-5.632, -0.648, -5.152], [-3.883, -1.271, -3.933], [-5.576, -2.655, -4.208], [-4.245, -1.476, -1.017], [-3.471, -0.278, -1.130], [-2.185, -0.221, -0.604], [-1.587, -1.338, 0.039], [-0.299, -1.244, 0.722], [-0.081, -2.476, 1.572], [0.194, -2.371, 2.942], [0.881, -3.388, 3.552], [1.289, -4.518, 2.795], [2.033, -5.497, 3.366], [2.855, -6.376, 2.560], [1.937, -5.778, 4.792], [0.653, -6.534, 5.040], [0.467, -6.887, 6.340], [-0.427, -5.766, 4.650], [0.627, -7.676, 4.266], [0.948, -4.636, 1.417], [0.195, -3.647, 0.835], [-2.413, -2.487, 0.184], [-3.713, -2.566, -0.278], [-6.528, -2.820, -0.248], [-7.358, -2.420, -1.775], [-6.078, -3.664, -1.762], [-6.979, -0.931, -2.868], [-5.596, 0.240, -2.633], [-3.937, 0.610, -1.554], [-1.654, 0.728, -0.619], [-0.323, -0.278, 1.376], [-0.085, -1.471, 3.482], [1.129, -3.323, 4.612], [3.403, -5.774, 1.808], [3.561, -6.870, 3.218], [2.245, -7.124, 2.020], [2.795, -6.386, 5.062], [1.881, -4.840, 5.366], [1.248, -5.537, 0.851], [-0.154, -3.769, -0.203], [-2.064, -3.320, 0.777], [-4.310, -3.445, -0.061], [1.738, 1.548, -4.461], [0.451, 1.352, -3.939], [0.058, 2.022, -2.771], [0.979, 2.834, -2.076], [0.523, 3.637, -0.454], [1.618, 5.108, -0.188], [1.105, 6.387, -0.432], [1.923, 7.510, -0.259], [3.248, 7.357, 0.163], [3.760, 6.080, 0.409], [2.950, 4.953, 0.230], [-1.273, 4.079, -0.624], [-1.713, 4.551, -1.873], [-3.065, 4.822, -2.087], [-3.994, 4.594, -1.065], [-3.558, 4.130, 0.184], [-2.197, 3.910, 0.419], [0.611, 2.580, 1.127], [0.939, 3.307, 2.464], [2.154, 2.568, 3.060], [2.300, 1.247, 2.266], [1.551, 1.488, 1.042], [1.387, 0.574, 0.058], [1.268, -0.844, 0.317], [2.264, -1.621, -0.567], [3.058, -2.681, -0.090], [3.902, -3.393, -0.949], [4.011, -3.007, -2.288], [3.293, -1.910, -2.775], [2.412, -1.214, -1.906], [2.268, 3.018, -2.605], [2.637, 2.388, -3.799], [2.032, 1.055, -5.389], [-0.258, 0.692, -4.436], [-0.961, 1.887, -2.389], [0.065, 6.500, -0.749], [1.516, 8.503, -0.452], [3.883, 8.235, 0.299], [4.791, 5.945, 0.742], [3.361, 3.956, 0.418], [-0.995, 4.690, -2.688], [-3.389, 5.202, -3.057], [-5.053, 4.781, -1.237], [-4.273, 3.939, 0.985], [-1.863, 3.589, 1.410], [-0.421, 2.176, 1.198], [1.119, 4.382, 2.303], [0.051, 3.204, 3.108], [3.065, 3.179, 2.942], [2.000, 2.386, 4.132], [3.361, 1.002, 2.060], [1.889, 0.403, 2.856], [0.985, 0.948, -0.892], [1.499, -1.155, 1.341], [3.075, -2.896, 0.993], [4.527, -4.210, -0.553], [4.638, -3.576, -2.978], [3.429, -1.531, -3.792], [1.929, -0.302, -2.236], [2.976, 3.667, -2.086], [3.633, 2.560, -4.210]],
  "charge": 1,
  "relative_energy_kcal_mol": 27.2,
  "energy_ha": -2948.69583
}


{
  "formula": "C14H11LiN4OSSe2Te2",
  "method": "ωB97M-V with the def2-TZVPD basis set",
  "species": ["Li", "Se", "Te", "Te", "Se", "S", "C", "N", "N", "C", "C", "C", "C", "C", "C", "N", "N", "C", "C", "C", "C", "C", "C", "H", "H", "H", "H", "H", "H", "H", "H", "H", "H", "H", "O", "C"],
  "coordinates": [[-0.855, -0.003, 0.728], [1.588, 1.995, -1.711], [1.324, -0.439, -1.952], [-3.132, -2.214, -0.331], [-3.362, -0.277, 1.221], [0.555, -1.858, 1.299], [-0.272, -2.715, 0.040], [-0.181, -4.013, -0.029], [-1.008, -4.607, -1.028], [-0.583, -4.770, -2.317], [0.472, -4.024, -2.857], [0.797, -4.154, -4.197], [0.116, -5.030, -5.033], [-0.914, -5.792, -4.491], [-1.259, -5.672, -3.159], [-1.090, -2.045, -0.923], [-0.745, -0.656, -1.196], [-1.551, -0.230, -2.304], [-1.877, -1.071, -3.369], [-2.619, -0.583, -4.426], [-3.040, 0.745, -4.447], [-2.708, 1.577, -3.390], [-1.973, 1.091, -2.315], [-1.510, -5.393, -0.643], [1.018, -3.346, -2.219], [1.595, -3.537, -4.594], [0.371, -5.107, -6.082], [-1.465, -6.487, -5.117], [-2.078, -6.254, -2.752], [-1.537, -2.099, -3.349], [-2.868, -1.245, -5.249], [-3.617, 1.124, -5.282], [-3.025, 2.612, -3.391], [-1.712, 1.728, -1.482], [1.465, 1.735, 2.155], [0.606, 1.471, 1.473]],
  "charge": -2,
  "energy_ha": -6579.05207
}


{
  "formula": "C18H26F5O15",
  "method": "ωB97M-V with the def2-TZVPD basis set",
  "species": ["F", "C", "C", "O", "C", "O", "O", "F", "H", "H", "H", "C", "C", "O", "C", "O", "O", "F", "H", "H", "H", "C", "C", "O", "C", "O", "O", "F", "H", "H", "H", "C", "C", "O", "C", "O", "O", "F", "H", "H", "H", "C", "O", "C", "C", "O", "C", "C", "O", "C", "H", "H", "H", "H", "H", "H", "H", "H", "H", "H", "H", "H", "H", "H"],
  "coordinates": [[-0.461, -0.659, 0.316], [0.120, 0.190, 3.453], [1.429, -0.440, 3.055], [1.554, -1.436, 3.998], [0.522, -1.564, 4.688], [0.240, -2.370, 5.520], [-0.378, -0.665, 4.317], [2.508, 0.294, 2.858], [-0.399, 0.427, 2.678], [0.390, 1.108, 3.950], [1.534, -0.879, 2.014], [1.126, -3.006, -0.874], [-0.367, -2.911, -1.561], [-0.490, -4.221, -1.963], [0.639, -4.962, -1.785], [0.668, -6.212, -2.009], [1.516, -4.300, -1.195], [-0.344, -2.185, -2.718], [1.333, -2.662, 0.167], [1.888, -2.415, -1.472], [-0.986, -2.605, -0.905], [-2.284, -2.500, 2.308], [-3.337, -2.297, 1.196], [-4.347, -1.751, 1.902], [-4.290, -2.013, 3.155], [-5.097, -1.695, 3.916], [-3.082, -2.548, 3.413], [-3.640, -3.405, 0.463], [-1.528, -1.644, 2.553], [-1.547, -3.491, 2.008], [-3.096, -1.515, 0.573], [-2.700, 1.388, -1.140], [-2.250, 2.100, 0.112], [-3.460, 2.005, 0.907], [-4.357, 1.387, 0.301], [-5.477, 1.296, 0.854], [-3.956, 0.799, -0.821], [-1.912, 3.369, -0.163], [-2.132, 0.496, -1.554], [-2.693, 2.090, -2.007], [-1.418, 1.604, 0.747], [4.951, 4.373, 0.038], [3.813, 3.745, -0.439], [3.844, 2.262, -0.444], [2.567, 1.626, -0.732], [1.935, 2.080, -1.677], [0.564, 1.621, -1.939], [0.167, 2.145, -3.253], [0.936, 1.762, -4.393], [0.870, 0.337, -4.697], [5.132, 4.080, 1.120], [4.471, 5.557, 0.266], [5.924, 4.397, -0.596], [4.407, 1.747, 0.432], [4.497, 1.962, -1.341], [1.905, 1.698, 0.192], [2.495, 0.408, -0.535], [0.013, 1.860, -1.227], [0.550, 0.491, -1.739], [0.004, 3.288, -3.116], [-0.833, 1.963, -3.008], [1.034, 0.045, -3.693], [1.482, 0.164, -5.494], [-0.165, 0.181, -4.989]],
  "charge": -1,
  "relative_energy_kcal_mol": 68.7,
  "energy_ha": -2329.16729
}


{
  "formula": "C34H31N6O6PtS",
  "method": "ωB97M-V with the def2-TZVPD basis set",
  "species": ["Pt", "C", "C", "C", "C", "C", "C", "C", "N", "N", "C", "C", "C", "C", "C", "C", "N", "C", "C", "C", "C", "C", "C", "N", "H", "H", "H", "H", "H", "H", "H", "H", "H", "H", "H", "H", "H", "H", "H", "H", "H", "H", "H", "H", "O", "S", "O", "O", "O", "O", "C", "N", "C", "C", "O", "N", "C", "C", "C", "C", "C", "C", "C", "C", "C", "C", "C", "C", "H", "H", "H", "H", "H", "H", "H", "H", "H", "H", "H"],
  "coordinates": [[-1.186, -0.634, 0.106], [-3.949, -1.013, 1.461], [-4.648, -0.186, 0.394], [-3.949, 0.994, -0.239], [-4.679, 2.155, -0.447], [-4.136, 3.197, -1.183], [-2.870, 3.048, -1.715], [-2.184, 1.884, -1.434], [-2.697, 0.889, -0.709], [-2.874, -1.888, 0.943], [-3.359, -2.835, -0.085], [-3.025, -2.452, -1.511], [-3.757, -2.978, -2.566], [-3.385, -2.674, -3.864], [-2.295, -1.842, -4.080], [-1.625, -1.341, -2.983], [-1.983, -1.647, -1.733], [-2.201, -2.592, 2.052], [-0.992, -3.327, 1.537], [-0.451, -4.426, 2.184], [0.693, -5.005, 1.660], [1.254, -4.484, 0.503], [0.650, -3.391, -0.085], [-0.450, -2.839, 0.424], [-4.700, -1.652, 1.942], [-3.509, -0.366, 2.216], [-5.560, 0.195, 0.853], [-4.990, -0.834, -0.420], [-5.676, 2.233, -0.038], [-4.700, 4.106, -1.340], [-2.396, 3.822, -2.299], [-1.175, 1.747, -1.792], [-4.440, -2.965, 0.009], [-2.912, -3.812, 0.099], [-4.605, -3.620, -2.366], [-3.942, -3.076, -4.699], [-1.973, -1.579, -5.077], [-0.778, -0.675, -3.089], [-2.891, -3.281, 2.551], [-1.884, -1.834, 2.774], [-0.913, -4.810, 3.083], [1.144, -5.858, 2.151], [2.145, -4.911, 0.066], [1.050, -2.930, -0.980], [-1.012, 2.543, 3.304], [-0.821, 1.999, 2.007], [0.714, 1.491, 2.007], [-0.959, 2.861, 0.865], [-1.619, 0.725, 1.829], [0.538, -0.725, 1.386], [1.139, 0.449, 1.150], [2.551, 0.327, 1.287], [3.416, 1.274, 0.718], [1.097, 1.792, -0.890], [1.326, 2.710, -1.553], [0.726, 0.794, -0.280], [4.280, 0.817, -0.347], [5.531, 1.416, -0.589], [6.358, 0.954, -1.594], [5.976, -0.122, -2.389], [4.753, -0.736, -2.159], [3.918, -0.281, -1.154], [3.480, 2.599, 1.307], [3.774, 3.726, 0.524], [3.825, 4.987, 1.091], [3.586, 5.152, 2.449], [3.289, 4.046, 3.236], [3.231, 2.785, 2.675], [2.814, -0.633, 1.115], [5.857, 2.231, 0.042], [7.319, 1.427, -1.752], [6.629, -0.480, -3.174], [4.446, -1.573, -2.774], [2.953, -0.754, -1.012], [3.932, 3.610, -0.541], [4.040, 5.846, 0.469], [3.625, 6.139, 2.891], [3.099, 4.169, 4.295], [2.994, 1.926, 3.288]],
  "charge": 1,
  "relative_energy_kcal_mol": 16.6,
  "multiplicity": 5,
  "s2": 6.044,
  "energy_ha": -2611.43054
}